No. 1
64
Properties=species:S:1:pos:R:3:lowdin_charge:R:1 method="wB97M-V/def2-TZVPD" lumo_ev="0.14 / -2.93" homo_lumo_gap_ev="3.74 / 5.39" multiplicity=5 s_squared=6.036 total_charge=0
C -0.9481 3.1486 -2.8886 -0.0617
C -0.9291 2.1242 -1.9446 -0.3672
N 0.1851 1.7513 -1.3038 -0.1003
C 1.3224 2.4068 -1.5332 -0.4018
C 1.3926 3.4722 -2.4446 -0.0644
C 0.2306 3.8508 -3.1222 -0.1439
C -2.1145 1.2558 -1.6907 -0.2834
P -2.0218 0.1961 -0.2246 0.7679
Ir 0.1783 0.1005 0.4450 0.8355
P 2.3644 0.2998 0.0181 0.6953
C 2.5599 1.9712 -0.7783 -0.2659
C -0.1250 -1.4790 1.5238 -0.4668
C -0.8179 -1.2987 2.7043 -0.1909
C -0.7109 -2.3308 3.6272 -0.1498
C -0.0883 -3.5513 3.3654 -0.0703
C 0.4541 -3.6811 2.0955 -0.1601
C 0.4392 -2.6864 1.1390 -0.1866
O -1.7457 -0.6501 -3.8050 -0.1209
O 0.5173 -0.7170 -3.0441 -0.0303
H -1.9278 3.4248 -3.3116 0.1133
H 2.4071 3.8565 -2.6851 0.1148
H 0.2748 4.6692 -3.8562 0.0901
C -3.1534 0.9952 0.9323 -0.2400
C -2.9044 -1.3473 -0.7181 -0.2027
H 3.3711 1.8511 -1.5141 0.0922
H 2.9000 2.6958 -0.0098 0.0949
H -2.1680 0.4367 -2.3446 -0.0012
H -3.0631 1.7628 -1.9299 0.1197
C 3.3577 0.2458 1.4985 -0.2453
C 3.0573 -0.8763 -1.1685 -0.2279
H -1.3719 -0.3787 2.9338 0.0753
H -1.1397 -2.2072 4.6018 0.0775
H -0.0704 -4.3858 4.0850 0.1197
H 0.9111 -4.6109 1.8149 0.0787
H 0.9050 -2.7913 0.1567 0.0644
H 0.3195 -0.7132 -2.1151 -0.0317
H 0.7505 -1.6122 -3.3270 0.1051
H -0.8292 -0.4940 -3.4496 -0.0595
H -2.0192 0.1588 -4.2746 0.0566
H 0.6512 -1.0568 -0.5727 -0.0411
H -4.1763 1.1852 0.5503 0.0709
H -3.1308 0.2674 1.7551 0.0343
H -2.6550 1.9242 1.2462 0.0227
H -4.0033 -1.2699 -0.7766 0.0616
H -2.5608 -1.7750 -1.6724 0.0443
H -2.6737 -2.0563 0.0846 0.0404
H 4.0818 -0.5542 -1.4172 0.0619
H 3.0520 -1.8707 -0.6896 0.0582
H 2.4259 -0.8638 -2.0771 0.0323
H 4.4109 0.3762 1.2300 0.0589
H 3.0463 1.0160 2.2124 0.0339
H 3.2347 -0.7434 1.9508 0.0616
F -1.0379 2.1396 7.4369 0.1148
C -0.7536 2.1030 6.1241 -0.1162
C -1.5034 2.9110 5.2534 -0.1067
F -2.5182 3.7064 5.7088 0.1007
C -1.1719 2.8538 3.8965 -0.2063
F -1.9086 3.5958 3.0252 0.0554
C -0.1725 1.9972 3.3491 -0.4349
S 0.2445 2.1173 1.6051 0.7681
C 0.5750 1.2738 4.3146 -0.2013
F 1.5875 0.4604 3.8983 0.0564
C 0.3019 1.2732 5.6895 -0.1024
F 0.9767 0.4574 6.5503 0.1041

No. 2
58
Properties=species:S:1:pos:R:3:lowdin_charge:R:1 method="wB97M-V/def2-TZVPD" lumo_ev="2.40 / 2.40" homo_lumo_gap_ev="3.22 / 5.14" multiplicity=5 s_squared=6.127 total_charge=-1
C -5.9219 3.4484 1.7854 -0.0790
O -5.3998 2.1015 1.8226 -0.1082
C -4.0596 1.9241 1.6934 -0.2889
C -3.5860 0.5860 1.6464 -0.0268
C -2.2536 0.3270 1.4410 -0.0460
C -1.3026 1.3844 1.2974 -0.2177
C 0.0794 1.1062 1.1517 -0.0389
C 1.0606 2.1740 1.3523 -0.3448
C 1.5244 2.7027 2.6490 -0.1438
C 2.4168 3.8088 2.4071 -0.1920
C 2.5286 3.9943 0.9717 -0.1949
C 1.7016 3.0046 0.3225 -0.1514
Fe 3.0194 2.1526 1.5027 0.2334
C 4.3463 1.3739 0.2622 -0.1963
C 3.4409 0.3583 0.7836 -0.1973
C 3.5326 0.3827 2.2358 -0.1966
C 4.4792 1.4187 2.6099 -0.2044
C 4.9832 2.0309 1.3906 -0.2037
C -1.8043 2.7268 1.3565 -0.0056
C -3.1398 2.9960 1.5721 -0.0311
H -7.0033 3.3151 1.8163 0.0834
H -5.5855 4.0242 2.6592 0.0912
H -5.6300 3.9697 0.8623 0.0908
H -4.3134 -0.2154 1.7612 0.1086
H -1.8954 -0.7037 1.4125 0.0998
H 0.4290 0.0876 1.3052 0.0970
H 1.1561 2.3393 3.6058 0.1080
H 2.8617 4.4457 3.1687 0.0929
H 3.0743 4.7942 0.4773 0.0917
H 1.4874 2.9092 -0.7390 0.1025
H 4.5632 1.5496 -0.7885 0.0911
H 2.8580 -0.3450 0.1925 0.0699
H 3.0436 -0.3113 2.9150 0.0914
H 4.8132 1.6402 3.6206 0.0903
H 5.7603 2.7890 1.3341 0.0897
H -1.1113 3.5629 1.2506 0.1200
H -3.4904 4.0294 1.6307 0.0979
C 0.6820 -5.2325 -3.4609 -0.0370
C -0.6440 -4.6046 -3.0961 -0.5786
C -1.1899 -3.8180 -4.2704 -0.0345
C -1.6346 -5.6802 -2.6769 -0.0399
O -0.5126 -3.7273 -1.8964 0.0158
C 0.2801 -2.6217 -2.0063 -0.5326
N -0.0013 -1.7625 -0.9651 0.0213
N 0.7957 -0.6094 -0.8315 0.0404
O 1.0868 -2.3891 -2.8931 0.0601
H 1.0660 -5.8320 -2.6270 0.0934
H 0.5501 -5.9003 -4.3232 0.0916
H 1.4027 -4.4543 -3.7281 0.0803
H -2.1195 -3.3046 -3.9936 0.0964
H -0.4485 -3.0893 -4.6154 0.0853
H -1.4148 -4.5000 -5.1006 0.0900
H -2.5869 -5.2384 -2.3599 0.0887
H -1.8444 -6.3595 -3.5134 0.0887
H -1.2356 -6.2831 -1.8524 0.0871
H -0.3659 -2.1588 -0.1106 0.1377
H 1.2874 -0.5154 -1.7281 0.0979
H 0.1841 0.1984 -0.6891 0.0661

No. 3
57
Properties=species:S:1:pos:R:3:lowdin_charge:R:1 method="wB97M-V/def2-TZVPD" lumo_ev=0.62 homo_lumo_gap_ev=8.89 multiplicity=1 total_charge=0 smiles="Cc1cc(C)cc(NC(=O)CN2CCC(NC(=O)Cc3ccccc3)CC2)c1"
C 5.7557 -0.1994 2.3744 -0.0468
C 5.1275 0.2095 1.0771 -0.2629
C 5.6125 1.2972 0.3674 -0.0194
C 5.0226 1.6992 -0.8253 -0.2747
C 5.5624 2.8833 -1.5694 -0.0506
C 3.9325 0.9929 -1.3029 0.0043
C 3.4347 -0.1038 -0.6026 -0.2082
N 2.3262 -0.7676 -1.1494 0.1273
C 1.6635 -1.8628 -0.6899 -0.4492
O 1.9653 -2.4861 0.3065 0.0623
C 0.4535 -2.2435 -1.5558 -0.0991
N -0.8414 -1.8065 -1.0771 -0.1581
C -1.0345 -0.3763 -0.9447 -0.1634
C -0.5497 0.2071 0.3878 -0.0996
C -1.1992 -0.5319 1.5665 -0.2932
N -2.6192 -0.2480 1.6360 0.1085
C -3.1157 0.8972 2.1460 -0.4947
O -2.4562 1.7123 2.7514 0.0723
C -4.6182 1.0572 1.8816 -0.0525
C -4.8694 0.9086 0.4101 -0.2490
C -4.4826 1.9201 -0.4629 -0.0364
C -4.6258 1.7638 -1.8291 -0.0818
C -5.1553 0.5916 -2.3442 -0.0938
C -5.5471 -0.4195 -1.4845 -0.0830
C -5.4025 -0.2626 -0.1164 -0.0617
C -0.9702 -2.0354 1.4232 -0.1128
C -1.4104 -2.5335 0.0391 -0.1686
C 4.0333 -0.4918 0.5874 0.0239
H 5.2527 0.3012 3.2023 0.0863
H 6.8072 0.0765 2.4020 0.0758
H 5.6642 -1.2719 2.5260 0.0789
H 6.4645 1.8446 0.7448 0.1183
H 5.0634 3.0057 -2.5273 0.0721
H 5.4172 3.7916 -0.9854 0.0835
H 6.6309 2.7679 -1.7438 0.0812
H 3.4619 1.2925 -2.2301 0.1126
H 1.9803 -0.3494 -2.0022 0.1343
H 0.4273 -3.3347 -1.6138 0.1298
H 0.5788 -1.8481 -2.5703 0.1199
H -2.1105 -0.1869 -1.0461 0.1135
H -0.5371 0.1230 -1.7800 0.1180
H 0.5328 0.1152 0.4779 0.1048
H -0.8061 1.2661 0.4415 0.1193
H -0.7628 -0.1622 2.5013 0.1507
H -3.2227 -0.8126 1.0587 0.1107
H -5.1591 0.2987 2.4503 0.1235
H -4.9140 2.0444 2.2374 0.1263
H -4.0615 2.8301 -0.0609 0.1217
H -4.3203 2.5570 -2.4956 0.1032
H -5.2636 0.4678 -3.4113 0.1006
H -5.9642 -1.3346 -1.8788 0.1029
H -5.7166 -1.0558 0.5494 0.1140
H 0.0906 -2.2454 1.5576 0.0997
H -1.5244 -2.5719 2.1949 0.1188
H -2.5009 -2.4512 -0.0596 0.1127
H -1.1501 -3.5880 -0.0660 0.1230
H 3.6493 -1.3408 1.1271 0.1048

No. 4
58
Properties=species:S:1:pos:R:3:lowdin_charge:R:1 method="wB97M-V/def2-TZVPD" lumo_ev=0.23 homo_lumo_gap_ev=8.34 multiplicity=1 total_charge=0 smiles="COc1ccccc1C(=O)[C@@H]1CCCN(C(=O)c2cc(CC(C)C)nc(C)n2)C1"
C 1.3235 5.3723 -2.1388 -0.0906
O 1.3322 4.5136 -1.0899 -0.0556
C 0.3714 3.5592 -1.1991 -0.2448
C -0.5817 3.4061 -2.0131 -0.0755
C -1.6344 2.5218 -1.7766 -0.0388
C -1.4767 1.6388 -0.6417 -0.0775
C -0.5718 1.9613 0.3839 -0.1586
C 0.2986 2.8577 0.1976 -0.0075
C 1.4158 3.1937 1.5159 -0.3703
O 1.0847 3.8390 2.3157 0.2705
C 2.6425 2.5787 1.1242 -0.3001
C 3.3753 2.3984 0.0551 -0.1847
C 2.9171 1.1611 -0.8939 -0.0759
C 2.7808 -0.0094 0.0080 -0.1888
N 2.1119 0.2695 1.3108 -0.0276
C 1.1067 -0.5743 1.7228 -0.2477
O 0.4947 -0.2034 2.8744 -0.0707
C 0.4532 -1.3326 0.6135 -0.2449
C -0.2775 -2.5715 1.1427 0.1193
C -0.7183 -3.3479 0.1457 -0.2045
C -1.6168 -4.5431 0.6391 -0.1149
C -2.8688 -4.2095 1.4387 -0.4024
C -3.8825 -3.3340 0.4891 -0.0701
C -3.5266 -5.5244 2.0318 -0.0654
N -1.1091 -2.6804 -0.9395 0.1580
C -0.3858 -1.6778 -1.2920 -0.2743
C -0.7039 -1.2121 -2.7764 -0.0076
N 0.3097 -0.7909 -0.4265 0.1990
C 2.8349 1.3181 2.0968 0.0115
H 2.1276 5.9645 -2.0120 0.0749
H 0.4612 5.7496 -2.2741 0.0378
H 1.6365 4.8951 -3.0689 0.1160
H -0.4734 3.8545 -3.0065 0.1312
H -2.2844 2.1619 -2.3602 0.0180
H -2.5201 0.8972 -0.3784 0.1798
H -0.8893 1.4574 1.3939 0.1598
H 3.3066 3.0899 1.9233 0.1929
H 4.4775 2.2427 0.1385 0.1536
H 3.2643 3.2717 -0.6283 0.1327
H 1.7314 1.4508 -1.0431 0.1585
H 3.5066 1.1708 -1.6301 0.0337
H 3.8018 -0.2874 0.3019 0.1219
H 2.6600 -0.9972 -0.4236 0.1190
H -0.3163 -2.7569 2.0168 0.0112
H -2.0836 -4.8389 -0.3490 0.1407
H -1.1424 -5.1128 1.1189 -0.0069
H -2.5791 -3.4719 2.4132 0.1780
H -4.2913 -3.8827 -0.2462 0.0066
H -4.8895 -3.0488 1.0889 0.1096
H -3.5393 -2.3338 0.2246 0.0526
H -3.8193 -6.1476 0.8906 0.1619
H -4.6428 -5.1447 2.6490 0.1663
H -2.8869 -6.0336 2.4842 -0.0614
H 0.3299 -1.3308 -3.1771 0.0689
H -0.5747 -0.0302 -2.8854 0.0958
H -1.4686 -1.5838 -3.3988 0.0466
H 3.6342 0.9040 2.3513 0.0503
H 1.9641 1.3132 2.9684 0.1907